Entry from the Open Molecules 2025 dataset: 13 unconnected molecules or ions with the total composition C47H90O23S6 in a non-equilibrium geometry (ωB97M-V with the def2-TZVPD basis set).

Each atom is followed by the atoms it is bonded to, with distances in Å.
Atoms and positions in Å:
1 C 2.12333 4.26339 -1.35571  C2 1.545, H8 1.090, H9 1.090, H10 1.090
2 C 3.40288 3.44505 -1.63738  C1 1.545, C3 1.535, O7 1.387, H11 1.090
3 C 4.76431 4.11604 -1.40611  C2 1.535, O4 1.395, H12 1.090, H13 1.090
4 O 5.52436 3.21644 -0.65907  C3 1.395, C5 1.360
5 C 4.71564 2.20855 -0.23481  O4 1.360, O6 1.234, O7 1.340
6 O 5.07395 1.36716 0.59400  C5 1.234
7 O 3.47632 2.42950 -0.69545  C2 1.387, C5 1.340
8 H 1.87303 4.90685 -2.19917  C1 1.090
9 H 2.20358 4.97905 -0.53749  C1 1.090
10 H 1.23749 3.66151 -1.15294  C1 1.090
11 H 3.32682 2.96727 -2.61413  C2 1.090
12 H 4.64043 5.02320 -0.81466  C3 1.090
13 H 5.21266 4.32374 -2.37768  C3 1.090
14 C -1.87186 0.02523 -4.45704  C15 1.515, H21 1.090, H22 1.090, H23 1.090
15 C -2.96789 -0.74867 -3.75347  C14 1.515, C16 1.451, O20 1.389, H24 1.090
16 C -4.10809 0.01630 -3.28527  C15 1.451, O17 1.447, H25 1.090, H26 1.090
17 O -5.23613 -0.61871 -3.93185  C16 1.447, C18 1.359
18 C -4.77276 -1.54601 -4.81046  O17 1.359, O19 1.236, O20 1.346
19 O -5.43863 -2.20550 -5.61683  C18 1.236
20 O -3.42701 -1.55452 -4.78756  C15 1.389, C18 1.346
21 H -2.21261 0.93606 -4.94937  C14 1.090
22 H -1.42705 -0.65540 -5.18298  C14 1.090
23 H -1.00651 0.21314 -3.82148  C14 1.090
24 H -2.60723 -1.43605 -2.98826  C15 1.090
25 H -3.95300 1.04122 -3.62232  C16 1.090
26 H -4.15724 0.00991 -2.19640  C16 1.090
27 C -0.87358 5.27142 0.42380  C28 1.493, H31 1.090, H32 1.090, H33 1.090
28 C 0.12025 4.99397 1.50279  C27 1.493, O29 1.236, C30 1.484
29 O 0.38835 3.84111 1.85812  C28 1.236
30 C 0.84076 6.14252 2.10729  C28 1.484, H34 1.090, H35 1.090, H36 1.090
31 H -1.92766 5.24500 0.70001  C27 1.090
32 H -0.69364 4.58849 -0.40646  C27 1.090
33 H -0.60938 6.25543 0.03646  C27 1.090
34 H 0.13788 6.41416 2.89487  C30 1.090
35 H 1.05502 7.00544 1.47677  C30 1.090
36 H 1.78288 5.74544 2.48527  C30 1.090
37 C -4.00550 -4.38489 -1.59720  C38 1.514, H41 1.090, H42 1.090, H43 1.090
38 C -4.57833 -3.07992 -1.08552  C37 1.514, O39 1.220, C40 1.468
39 O -3.90463 -2.15511 -0.66186  C38 1.220
40 C -6.02476 -2.86498 -0.95732  C38 1.468, H44 1.090, H45 1.090, H46 1.090
41 H -4.70014 -4.77331 -2.34199  C37 1.090
42 H -4.02685 -5.16963 -0.84100  C37 1.090
43 H -3.08722 -4.36466 -2.18409  C37 1.090
44 H -6.52438 -3.67721 -0.42933  C40 1.090
45 H -6.52114 -2.85026 -1.92763  C40 1.090
46 H -6.20034 -1.93875 -0.41017  C40 1.090
47 C -1.01189 1.25001 5.05530  C48 1.579, H51 1.090, H52 1.090, H53 1.090
48 C -0.68201 2.42639 6.05601  C47 1.579, O49 1.207, C50 1.478
49 O -1.32300 3.44787 6.01404  C48 1.207
50 C 0.50668 2.27116 6.92037  C48 1.478, H54 1.090, H55 1.090, H56 1.090
51 H -2.05886 0.97753 4.92223  C47 1.090
52 H -0.62849 0.28594 5.38945  C47 1.090
53 H -0.63745 1.51026 4.06527  C47 1.090
54 H 1.40858 2.18731 6.31404  C50 1.090
55 H 0.39705 1.44591 7.62395  C50 1.090
56 H 0.60608 3.19615 7.48835  C50 1.090
57 C -1.63133 3.60702 -3.68869  C58 1.518, H61 1.090, H62 1.090, H63 1.090
58 C -1.60348 4.98270 -3.04752  C57 1.518, O59 1.230, C60 1.514
59 O -0.55445 5.62458 -3.03289  C58 1.230
60 C -2.83743 5.54078 -2.37172  C58 1.514, H64 1.090, H65 1.090, H66 1.090
61 H -1.60694 3.72101 -4.77243  C57 1.090
62 H -2.60186 3.19144 -3.41764  C57 1.090
63 H -0.84079 3.00295 -3.24344  C57 1.090
64 H -3.04284 6.47190 -2.89987  C60 1.090
65 H -2.76335 5.78545 -1.31212  C60 1.090
66 H -3.66672 4.83936 -2.46330  C60 1.090
67 C 3.11152 -1.43826 -2.96548  C68 1.576, H71 1.090, H72 1.090, H73 1.090
68 C 3.09458 -2.81128 -2.19131  C67 1.576, O69 1.243, C70 1.525
69 O 3.07533 -2.89402 -0.95151  C68 1.243
70 C 3.23905 -4.00534 -3.12963  C68 1.525, H74 1.090, H75 1.090, H76 1.090
71 H 2.92912 -0.64105 -2.24486  C67 1.090
72 H 2.24946 -1.42183 -3.63232  C67 1.090
73 H 4.07963 -1.25479 -3.43154  C67 1.090
74 H 3.53535 -4.88674 -2.56092  C70 1.090
75 H 3.94630 -3.76874 -3.92454  C70 1.090
76 H 2.31294 -4.12498 -3.69187  C70 1.090
77 C -4.54472 3.63238 1.06268  C78 1.522, C83 1.537, H84 1.090, H85 1.090
78 C -5.02660 2.77664 -0.10034  C77 1.522, C79 1.603, H86 1.090, H87 1.090
79 C -4.67744 1.24080 0.20023  C78 1.603, S80 1.898, H88 1.090, H89 1.090
80 S -3.99743 1.12508 1.96896  C79 1.898, O81 1.457, O82 1.444, C83 1.858
81 O -2.78319 0.33754 2.13607  S80 1.457
82 O -5.08435 0.87760 2.88686  S80 1.444
83 C -3.54440 2.92673 1.99287  C77 1.537, S80 1.858, H90 1.090, H91 1.090
84 H -5.29358 4.06983 1.72295  C77 1.090
85 H -4.04699 4.51441 0.65969  C77 1.090
86 H -4.58458 3.17117 -1.01525  C78 1.090
87 H -6.08046 2.96851 -0.30194  C78 1.090
88 H -3.80903 1.12050 -0.44743  C79 1.090
89 H -5.39301 0.45793 -0.05110  C79 1.090
90 H -2.58348 2.98253 1.48141  C83 1.090
91 H -3.50467 3.09419 3.06920  C83 1.090
92 C 0.24496 -3.00073 5.68615  C93 1.539, C98 1.594, H99 1.090, H100 1.090
93 C -0.58937 -3.97940 6.53143  C92 1.539, C94 1.598, H101 1.090, H102 1.090
94 C -0.60289 -5.36489 5.73487  C93 1.598, S95 1.914, H103 1.090, H104 1.090
95 S 1.22942 -5.44429 5.18594  C94 1.914, O96 1.486, O97 1.476, C98 1.834
96 O 1.24678 -6.41548 4.06127  S95 1.486
97 O 2.06114 -5.69137 6.38009  S95 1.476
98 C 1.38306 -3.66080 4.78555  C92 1.594, S95 1.834, H105 1.090, H106 1.090
99 H 0.69629 -2.34345 6.42938  C92 1.090
100 H -0.42587 -2.37415 5.09836  C92 1.090
101 H -1.55163 -3.51792 6.75328  C93 1.090
102 H -0.13731 -4.13343 7.51123  C93 1.090
103 H -1.24317 -5.29603 4.85544  C94 1.090
104 H -0.86208 -6.23594 6.33668  C94 1.090
105 H 1.12420 -3.59437 3.72882  C98 1.090
106 H 2.39692 -3.31066 4.97946  C98 1.090
107 C 4.46353 2.18084 4.19118  C108 1.539, C113 1.545, H114 1.090, H115 1.090
108 C 5.75208 1.33888 4.20846  C107 1.539, C109 1.541, H116 1.090, H117 1.090
109 C 5.40756 -0.08138 4.69786  C108 1.541, S110 1.891, H118 1.090, H119 1.090
110 S 3.55771 -0.31524 4.38489  C109 1.891, O111 1.468, O112 1.448, C113 1.808
111 O 2.90011 -0.45167 5.69061  S110 1.468
112 O 3.33761 -1.27200 3.32107  S110 1.448
113 C 3.23365 1.35053 3.76097  C107 1.545, S110 1.808, H120 1.090, H121 1.090
114 H 4.52974 3.00604 3.48211  C107 1.090
115 H 4.19359 2.58514 5.16677  C107 1.090
116 H 6.48091 1.74829 4.90793  C108 1.090
117 H 6.30654 1.44678 3.27623  C108 1.090
118 H 5.62376 -0.23105 5.75567  C109 1.090
119 H 6.00874 -0.86840 4.24255  C109 1.090
120 H 2.26849 1.58148 4.21180  C113 1.090
121 H 3.17598 1.28312 2.67459  C113 1.090
122 C -0.09176 -7.80830 -1.10354  C123 1.488, C128 1.554, H129 1.090, H130 1.090
123 C 1.28706 -7.25211 -1.04216  C122 1.488, C124 1.550, H131 1.090, H132 1.090
124 C 1.51360 -6.04183 -0.10109  C123 1.550, S125 1.830, H133 1.090, H134 1.090
125 S -0.11361 -5.21628 -0.23722  C124 1.830, O126 1.460, O127 1.470, C128 1.851
126 O -0.24935 -4.40825 -1.44615  S125 1.460
127 O -0.52895 -4.70660 1.07773  S125 1.470
128 C -1.09987 -6.74023 -0.59715  C122 1.554, S125 1.851, H135 1.090, H136 1.090
129 H -0.21721 -8.68482 -0.46785  C122 1.090
130 H -0.33855 -8.11362 -2.12038  C122 1.090
131 H 1.44358 -6.95916 -2.08032  C123 1.090
132 H 2.01580 -8.05315 -0.91816  C123 1.090
133 H 2.24078 -5.25546 -0.30337  C124 1.090
134 H 1.53218 -6.28888 0.96037  C124 1.090
135 H -2.13377 -6.65350 -0.93126  C128 1.090
136 H -1.16436 -6.96787 0.46686  C128 1.090
137 C 2.17253 0.21657 -6.15783  C138 1.530, C143 1.513, H144 1.090, H145 1.090
138 C 1.89518 1.21246 -5.03023  C137 1.530, C139 1.563, H146 1.090, H147 1.090
139 C 1.84445 2.64325 -5.65832  C138 1.563, S140 1.908, H148 1.090, H149 1.090
140 S 0.83140 2.44888 -7.26334  C139 1.908, O141 1.456, O142 1.473, C143 1.923
141 O 1.45879 3.14964 -8.37490  S140 1.456
142 O -0.58012 2.72185 -6.94410  S140 1.473
143 C 1.09970 0.54671 -7.17286  C137 1.513, S140 1.923, H150 1.090, H151 1.090
144 H 2.02284 -0.80704 -5.81444  C137 1.090
145 H 3.20639 0.41554 -6.44004  C137 1.090
146 H 2.59538 1.22408 -4.19494  C138 1.090
147 H 0.90524 0.95762 -4.65187  C138 1.090
148 H 2.85277 2.81544 -6.03480  C139 1.090
149 H 1.51947 3.40505 -4.94969  C139 1.090
150 H 1.41851 0.23173 -8.16646  C143 1.090
151 H 0.20048 -0.05721 -7.05139  C143 1.090
152 C 0.99988 -0.49064 1.44710  C153 1.550, C158 1.534, H159 1.090, H160 1.090
153 C -0.03295 -1.53360 0.94835  C152 1.550, C154 1.526, H161 1.090, H162 1.090
154 C -0.34606 -1.21545 -0.51139  C153 1.526, S155 1.839, H163 1.090, H164 1.090
155 S -0.13832 0.59152 -0.78382  C154 1.839, O156 1.473, O157 1.475, C158 1.888
156 O -1.39417 1.36087 -0.80606  S155 1.473
157 O 0.97011 0.73029 -1.74747  S155 1.475
158 C 0.48413 0.87566 0.97634  C152 1.534, S155 1.888, H165 1.090, H166 1.090
159 H 1.98248 -0.66491 1.00867  C152 1.090
160 H 1.17097 -0.46097 2.52318  C152 1.090
161 H -0.87298 -1.63022 1.63618  C153 1.090
162 H 0.43692 -2.50861 1.07740  C153 1.090
163 H -1.36306 -1.46468 -0.81415  C154 1.090
164 H 0.41264 -1.76809 -1.06551  C154 1.090
165 H -0.39181 1.17105 1.55389  C158 1.090
166 H 1.24993 1.65126 0.98636  C158 1.090

Results
**Molecular weight**: 1215.62 g/mol
**HOMO level**: -9.508 eV
**Energy relative to the best compared isomer or geometry (same formula, charge and spin)**: 354.7 kJ/mol

Results of the Löwdin charge analysis, in e, for atoms 1 through 4: atom 1 (C): 0.0076, atom 2 (C): -0.2977, atom 3 (C): -0.1020, atom 4 (O): 0.0740